A.
{"formula": "C2HN3O3", "method": "the ωB97M-V functional and the def2-TZVPD basis", "symbols": ["O", "N", "C", "C", "N", "H", "O", "O", "N"], "coordinates": [[0.34, -2.07, -0.29], [0.04, 1.34, 0.37], [-0.37, 0.15, 0.05], [0.62, -0.88, -0.28], [-1.66, -0.07, 0.22], [2.33, -1.07, -1.00], [1.83, -0.36, -0.60], [-1.06, 1.88, 0.88], [-2.09, 1.07, 0.66]], "total_charge": 0, "lumo_ev": -0.580, "e_homo_ha": -0.42909, "smiles": "O=C(O)c1nnon1", "homo_lumo_gap_ev": 11.096, "spin_multiplicity": 1}

=====

B.
{"formula": "C2HN3O3", "method": "the ωB97M-V functional and the def2-TZVPD basis", "symbols": ["C", "O", "O", "N", "H", "N", "C", "N", "O"], "coordinates": [[-0.72, 1.26, 1.33], [1.32, 0.41, -1.91], [-1.11, -2.07, 1.45], [-0.72, -1.26, 0.64], [-0.56, 2.23, 1.67], [0.38, 0.73, -2.39], [-0.68, 0.11, 1.05], [2.29, 0.09, -1.42], [-0.20, -1.49, -0.42]], "total_charge": 0, "lumo_ev": -0.954, "e_homo_ha": -0.38141, "homo_lumo_gap_ev": 9.425, "spin_multiplicity": 1}

=====

Q: Which of them is the most stable? A: A.

=====

A.
{"formula": "C5H10NOS", "method": "the ωB97M-V functional and the def2-TZVPD basis", "symbols": ["H", "N", "H", "S", "H", "O", "H", "C", "C", "H", "H", "C", "H", "H", "H", "C", "H", "C"], "coordinates": [[3.67, 0.65, 0.13], [1.73, -0.27, 0.02], [0.43, 1.95, 0.45], [-2.69, 0.22, -0.35], [-0.98, 1.37, 1.36], [2.19, -1.45, -0.07], [-1.03, 1.09, -1.52], [-1.06, 0.62, -0.59], [-0.31, 1.20, 0.50], [-1.64, -2.04, -0.20], [0.10, -1.04, 0.80], [0.56, -0.09, 0.54], [-2.47, -1.63, 1.27], [-3.59, -2.06, -0.09], [2.85, 0.57, -1.51], [2.63, 0.75, -0.41], [2.22, 1.79, -0.39], [-2.60, -1.62, 0.07]], "total_charge": -1, "lumo_ev": 3.639, "e_homo_ha": -0.06585, "homo_lumo_gap_ev": 5.431, "spin_multiplicity": 1}

=====

B.
{"formula": "C5H10NOS", "method": "the ωB97M-V functional and the def2-TZVPD basis", "symbols": ["H", "H", "O", "H", "N", "C", "S", "C", "H", "H", "C", "H", "H", "C", "H", "H", "H", "C"], "coordinates": [[-2.27, -2.37, 0.55], [2.44, -0.77, 0.30], [-0.41, -0.79, -1.63], [-1.05, 3.00, 0.51], [-1.38, 1.01, 0.89], [-0.50, 2.07, 0.53], [3.13, 1.55, -0.10], [-0.88, -0.22, 0.71], [-0.02, 1.98, -0.45], [1.34, 0.17, -0.72], [-1.02, -1.14, -0.63], [-1.28, -0.85, 1.51], [2.83, -0.48, -1.40], [-1.80, -2.25, -0.42], [0.21, -0.14, 0.81], [0.29, 2.19, 1.27], [-2.01, -2.93, -1.23], [2.38, -0.05, -0.51]], "total_charge": -1, "lumo_ev": 0.747, "e_homo_ha": -0.10432, "homo_lumo_gap_ev": 3.585, "spin_multiplicity": 1}

=====

Q: Which of them is the most stable? A: B.

=====

A.
{"formula": "C4H11NS", "method": "the ωB97M-V functional and the def2-TZVPD basis", "symbols": ["H", "H", "H", "H", "H", "H", "C", "C", "N", "H", "C", "H", "C", "H", "H", "H", "S"], "coordinates": [[-2.28, -1.97, 0.32], [3.44, 0.24, -0.83], [-4.39, 1.19, -1.65], [-1.42, -0.40, -0.36], [1.76, -1.70, 1.88], [2.96, -1.48, 0.52], [2.68, 1.02, -0.41], [-3.44, 0.84, -1.08], [-3.37, -0.41, -0.73], [-2.60, 1.63, -0.98], [-2.19, -1.18, -0.54], [1.33, -1.57, -0.03], [1.95, -1.31, 0.80], [3.25, 1.94, -0.23], [-2.06, -1.77, -1.43], [2.08, 1.40, -1.33], [1.72, 0.57, 1.04]], "total_charge": 0, "lumo_ev": 0.872, "e_homo_ha": -0.31675, "smiles": "C=NC.CSC", "homo_lumo_gap_ev": 9.492, "spin_multiplicity": 1}

=====

B.
{"formula": "C4H11NS", "method": "the ωB97M-V functional and the def2-TZVPD basis", "symbols": ["N", "S", "H", "H", "H", "H", "H", "C", "H", "C", "C", "H", "H", "C", "H", "H", "H"], "coordinates": [[-0.65, -0.94, -1.21], [1.31, 3.07, -0.04], [-0.80, 1.15, 0.74], [1.31, 3.62, -1.26], [-0.50, -1.87, -1.57], [0.75, 0.60, 1.38], [1.71, 0.76, -0.92], [-0.83, -1.60, 1.16], [0.98, -1.23, 0.16], [-0.02, -0.82, 0.11], [0.89, 1.40, -0.61], [-1.88, -1.45, 1.24], [-1.60, -0.62, -1.21], [0.13, 0.66, 0.49], [0.24, 1.44, -1.47], [-0.71, -2.64, 0.87], [-0.32, -1.55, 2.13]], "total_charge": 0, "lumo_ev": 1.026, "e_homo_ha": -0.32727, "smiles": "C[C@@H](N)CCS", "homo_lumo_gap_ev": 9.931, "spin_multiplicity": 1}

=====

Q: Which of them is the most stable? A: B.

=====

A.
{"formula": "C4H11NS", "method": "the ωB97M-V functional and the def2-TZVPD basis", "symbols": ["H", "H", "C", "H", "H", "H", "S", "N", "H", "H", "H", "C", "H", "C", "H", "H", "C"], "coordinates": [[-0.65, 1.60, -1.13], [0.81, 2.14, -0.92], [-0.09, -0.61, -0.24], [-1.89, -0.95, -1.38], [-1.46, -3.15, -0.09], [2.37, 0.30, -0.16], [-2.27, -2.27, 0.51], [-0.02, 1.89, -0.38], [2.07, 0.07, 1.56], [-2.13, 0.08, -0.03], [2.20, 1.68, 0.91], [0.33, 0.71, 0.43], [0.38, -0.69, -1.22], [-1.59, -0.82, -0.34], [-0.21, 0.75, 1.39], [0.33, -1.41, 0.39], [1.82, 0.68, 0.70]], "total_charge": 0, "lumo_ev": 0.952, "e_homo_ha": -0.33219, "smiles": "C[C@@H](N)CCS", "homo_lumo_gap_ev": 9.991, "spin_multiplicity": 1}

=====

B.
{"formula": "C4H11NS", "method": "the ωB97M-V functional and the def2-TZVPD basis", "symbols": ["C", "H", "H", "C", "C", "S", "H", "N", "H", "H", "H", "H", "H", "H", "H", "C", "H"], "coordinates": [[-0.85, -0.77, -0.99], [-0.87, -1.09, 1.27], [1.33, -0.51, 1.08], [-1.52, -1.10, 0.42], [1.55, 0.51, 0.76], [0.79, 1.75, 1.88], [-2.21, -0.28, 0.60], [-0.19, 0.48, -1.09], [-0.14, -1.54, -1.28], [-2.06, -1.99, 0.39], [1.77, -0.09, -1.25], [-0.75, 1.30, -0.92], [2.65, 0.60, 0.92], [-1.65, -0.73, -1.72], [1.48, 1.63, -1.13], [1.16, 0.66, -0.70], [-0.48, 1.19, 1.75]], "total_charge": 0, "lumo_ev": 0.963, "e_homo_ha": -0.31218, "smiles": "CCNCCS", "homo_lumo_gap_ev": 9.457, "spin_multiplicity": 1}

=====

Q: Which of them is the most stable? A: A.